1.
A cluster of 21 separate species, C18H74N2O21 in total. Source: OMol25; level of theory: the ωB97M-V functional and the def2-TZVPD basis.

Geometry as XYZ:
```
115
Properties=species:S:1:pos:R:3:mulliken_charge:R:1
H -15.1823 -7.6868 -9.7668 0.415
H -12.8721 -12.3474 -3.0831 0.292
H -16.3754 -13.8931 -8.8450 0.303
O -15.8813 -8.1137 -10.3114 -0.647
O -13.3594 -13.8965 -9.3697 -1.060
H -14.1784 -12.0851 -11.3463 -0.072
H -9.5950 -15.1745 0.1155 0.373
H -11.8500 -11.0595 -11.5596 0.392
H -13.2481 -7.3263 -9.2251 0.417
H -10.9650 -8.1397 -9.8047 0.346
H -9.5070 -11.6303 -3.2600 0.268
H -12.7972 -13.6362 -6.1946 -0.255
O -11.5991 -7.4289 -10.0098 -0.707
H -14.2814 -9.6426 -8.3154 -0.589
H -16.6833 -7.6224 -10.1178 0.246
H -11.3622 -12.5631 -6.3970 0.437
H -13.0170 -10.3396 -6.4972 0.804
H -11.1021 -14.8516 -3.4466 0.308
H -9.1148 -13.0921 -5.3555 0.337
H -12.7721 -13.4257 -10.9290 0.199
H -15.0745 -13.6864 -6.4157 0.335
O -12.9189 -7.6565 -4.6784 -0.728
H -11.4491 -12.5184 -3.9442 -0.061
H -16.2540 -11.8416 -7.6130 0.317
O -11.5446 -8.3521 -6.9555 -0.571
H -9.1017 -11.4441 -1.5978 0.388
O -15.5809 -7.8698 -5.2584 -0.714
H -11.7084 -7.4671 -10.9687 0.352
C -14.6718 -11.4725 -10.5843 -0.865
O -10.0847 -16.0685 -6.7342 -0.712
O -13.9590 -7.0389 -8.6120 -0.780
H -13.8799 -7.7055 -4.7987 0.520
N -11.2387 -13.0363 -0.6128 0.534
C -12.1270 -14.8741 0.7440 -1.942
C -11.6825 -10.8212 -1.4762 -1.682
O -8.6433 -13.7664 -5.8580 -0.671
H -8.9644 -9.3933 -8.6258 0.263
H -9.6753 -14.9382 -1.6269 0.312
H -12.6583 -15.8775 -1.7163 0.524
C -12.4866 -14.7915 -1.6909 -1.464
H -11.4247 -12.1038 -9.3626 0.401
C -11.4864 -14.4498 -0.5822 1.543
H -16.4298 -15.7357 -11.4289 0.344
C -13.6682 -11.1101 -6.9188 -0.968
C -12.0056 -14.3599 -3.0779 -0.137
C -11.8950 -12.8392 -2.9904 -0.692
H -12.8066 -14.6562 -3.7639 0.079
H -14.6727 -15.4726 -9.8566 0.391
H -11.4283 -14.5588 1.5290 0.396
C -14.7851 -10.3312 -7.6278 0.933
H -16.3932 -8.2585 -5.6220 0.251
H -18.6657 -14.4385 -11.9664 0.286
C -11.1139 -12.2069 -1.7997 1.624
H -13.8767 -15.4942 -6.7468 0.295
H -12.2703 -10.2233 -12.7622 0.245
C -11.8968 -11.3811 -8.6924 -0.821
H -10.8260 -15.9590 -6.1221 0.326
H -13.6839 -7.3796 -7.7526 0.291
H -17.9033 -13.5733 -11.0012 0.812
H -13.0160 -14.2950 1.0031 0.419
O -14.2080 -8.4777 -12.5683 -0.656
H -13.1954 -15.2044 -8.0908 0.310
O -14.7847 -16.3565 -10.2557 -0.758
H -17.9596 -9.8284 -6.5999 0.344
H -12.2482 -15.9556 0.8135 0.382
C -15.7494 -11.2480 -8.3882 -1.535
H -15.3430 -9.6581 -6.9788 -0.184
O -9.5363 -9.0918 -9.3404 -0.564
H -16.9147 -12.7557 -10.0083 0.488
H -10.9474 -10.2631 -0.9073 0.271
H -12.4520 -10.6793 -9.3136 -0.518
H -10.4790 -16.4821 -7.5090 0.323
H -14.0041 -10.6236 -10.4367 -0.144
H -10.8890 -7.6516 -6.8511 0.233
O -10.6472 -12.4443 0.5161 -0.977
H -14.0985 -11.5593 -6.0155 0.289
H -9.3355 -14.3745 -6.1747 0.397
H -15.9717 -13.6587 -5.1701 0.291
O -15.3510 -14.2168 -5.6478 -0.744
H -8.9642 -8.5492 -9.8971 0.225
H -12.5608 -7.9238 -5.5446 0.398
H -11.9416 -10.2476 -2.3824 0.378
H -14.8505 -8.5525 -11.8406 0.376
C -15.0223 -12.2475 -9.2965 1.459
C -10.2203 -15.3257 -0.7700 -1.845
N -13.9006 -12.8256 -8.6174 2.837
C -12.9152 -12.1404 -7.8061 1.592
H -15.6002 -6.9452 -5.5324 0.300
O -12.3030 -13.3946 -11.8155 -0.776
H -11.0436 -9.1714 -6.8667 0.233
H -10.4512 -16.3938 -0.7877 0.377
O -18.7769 -13.6662 -11.4020 -0.722
C -16.0341 -13.3209 -9.7123 -2.663
O -11.7297 -10.1888 -11.9717 -0.627
H -13.8926 -9.3722 -12.6897 0.307
H -11.6424 -13.8769 -7.4754 0.664
H -12.6856 -10.9290 -1.0593 0.438
H -16.4435 -10.6813 -9.0092 0.482
C -9.6438 -12.1055 -2.2825 -1.563
H -15.1624 -13.6312 -13.5847 0.281
C -12.1626 -13.1108 -6.9022 -2.320
H -15.5887 -11.1223 -11.0688 0.476
H -15.6332 -13.9689 -10.4846 0.078
H -17.0524 -16.7295 -10.4626 0.321
O -13.4379 -15.9412 -7.4730 -0.787
H -11.3835 -13.5716 -11.5990 0.340
O -17.9583 -8.8665 -6.6824 -0.700
O -15.3563 -14.2837 -12.9059 -0.616
H -13.9394 -16.7809 -10.0935 0.295
O -17.2450 -16.2253 -11.2608 -0.632
H -17.7706 -8.7095 -7.6155 0.333
H -14.4891 -14.6058 -12.6222 0.304
H -11.1212 -10.8106 -8.1813 -0.171
H -9.2111 -13.1022 -2.2410 0.206
H -13.4618 -14.3155 -1.5681 0.292
```

**Highest occupied orbital energy**: 0.4 eV
**M**: 654.78 g mol⁻¹
**Energy above the lowest of the compared OMol25 structures with the same formula, charge and spin**: 0.054 eV
**HOMO-LUMO gap**: 2.66 eV
**Net charge**: -2
**DFT total energy**: -65843.941 eV
**Max |F|**: 0.0451 Eh/bohr



2.
A cluster of 2 separate species, CBrF2N3O4 in total. Source: OMol25; level of theory: the ωB97M-V functional and the def2-TZVPD basis.

Geometry as XYZ:
```
11
Properties=species:S:1:pos:R:3:mulliken_charge:R:1
O -1.0926 1.5912 -0.9041 -0.505
Br -3.2868 0.2309 0.3603 0.013
F 1.6584 0.7036 1.7387 -0.129
N -0.0092 1.2938 -0.4967 1.008
C 0.1615 -0.0246 0.1497 0.050
N 1.1665 -0.2833 0.9726 0.256
O -0.9700 -1.0321 -1.5508 -0.482
O 1.0154 1.9274 -0.5445 -0.533
O -0.4438 -2.1921 0.1934 -0.542
F 2.2834 -1.0246 0.5484 -0.168
N -0.4829 -1.1902 -0.4669 1.032
```

**Highest occupied orbital energy (alpha / beta)**: -11.4 / -10.9 eV
**M**: 235.93 g mol⁻¹
**Energy above the lowest of the compared OMol25 structures with the same formula, charge and spin**: 2.833 eV
**HOMO-LUMO gap (alpha / beta)**: 7.88 / 7.31 eV
**DFT total energy**: -89161.100 eV
**Max |F|**: 0.0240 Eh/bohr



3.
A cluster of 2 separate species, C2H9N2 in total. Source: OMol25; level of theory: the ωB97M-V functional and the def2-TZVPD basis.

Geometry as XYZ:
```
13
Properties=species:S:1:pos:R:3:mulliken_charge:R:1
H -2.5097 0.7724 0.5618 0.390
H 1.6811 0.8788 -1.5884 0.288
H 1.9781 -0.8316 1.0165 0.207
N -1.8675 -0.0059 0.8433 -0.613
H -2.2989 -0.9392 0.8711 0.343
N -0.0331 -0.1208 -0.9276 -0.707
C 2.1526 -0.0356 0.1986 -0.519
H -1.7567 0.2239 1.8328 0.364
H -0.2439 -1.2319 -0.8725 0.358
H 3.1561 0.3945 0.2092 0.263
C 1.2717 0.4894 -0.6658 -0.132
H -0.6068 0.2247 -1.6779 0.329
H -0.9231 0.1812 0.1990 0.429
```

**Highest occupied orbital energy**: -13.6 eV
**M**: 61.11 g mol⁻¹
**Energy above the lowest of the compared OMol25 structures with the same formula, charge and spin**: 1.981 eV
**HOMO-LUMO gap**: 9.86 eV
**Net charge**: +1
**DFT total energy**: -5191.973 eV
**Max |F|**: 0.0723 Eh/bohr



4.
The ion C8H18N3O with charge +1. Source: OMol25; level of theory: the ωB97M-V functional and the def2-TZVPD basis.

Geometry as XYZ:
```
30
Properties=species:S:1:pos:R:3:mulliken_charge:R:1
H 0.6043 -4.3645 -2.3385 0.341
N 0.9462 -3.4729 -1.9169 -0.352
C -1.4124 -1.9523 0.4313 -0.212
C 1.5530 1.2723 0.0992 -0.678
H 1.6136 -3.7165 -1.1536 0.357
H 3.3279 2.4829 0.0310 0.382
N -0.1154 -2.6115 -1.5128 -0.606
N -1.1344 -0.7094 0.3824 -0.111
H 1.8273 0.8505 -0.8704 0.362
C 0.0126 1.4238 0.1473 0.409
H -2.2268 -2.2294 1.0906 0.445
H -2.2253 2.6886 2.4744 0.385
H -1.8780 3.2982 0.8606 0.341
H 1.8711 0.5788 0.8799 0.326
O -0.7010 0.0983 -1.7012 -0.441
C -1.8993 2.4028 1.4781 -1.249
C 2.2738 2.6072 0.2641 -1.297
C -0.5143 1.7702 1.5435 -0.526
H -1.7092 -3.6533 -0.6314 0.289
H -0.2133 -3.7122 0.2966 0.434
H -0.8599 -0.8295 -1.9953 0.438
C -0.6107 0.1801 -0.3972 -0.005
H 2.2052 2.9852 1.2794 0.343
H -0.5411 0.8695 2.1592 0.286
H 0.1701 2.4738 2.0148 0.338
H 1.8618 3.3548 -0.4102 0.361
H 1.4645 -2.9640 -2.6468 0.314
H -0.2471 2.2223 -0.5563 0.496
H -2.6359 1.7179 1.0669 0.310
C -0.8073 -3.0616 -0.3688 -0.482
```

**Highest occupied orbital energy**: -12.0 eV
**M**: 172.25 g mol⁻¹
**Energy above the lowest of the compared OMol25 structures with the same formula, charge and spin**: 0.714 eV
**HOMO-LUMO gap**: 7.63 eV
**Net charge**: +1
**DFT total energy**: -15096.681 eV
**Max |F|**: 0.0278 Eh/bohr



5.
The ion C2H7N2 with charge +1. Source: OMol25; level of theory: the ωB97M-V functional and the def2-TZVPD basis.

Geometry as XYZ:
```
11
Properties=species:S:1:pos:R:3:mulliken_charge:R:1
C -0.2249 0.3150 -0.5111 0.002
H -0.0097 2.4610 -0.4731 0.255
H -1.0216 0.3578 -1.1741 0.416
N -0.5154 -0.7164 0.6003 -0.235
H 1.6885 -0.8503 0.0361 0.264
H 0.6801 1.5075 0.7281 0.232
C 0.6304 -0.8692 -0.2810 -0.395
N -0.0473 1.5687 0.0054 -0.422
H -0.4666 -0.6540 1.6397 0.304
H -1.1725 -1.4395 0.3901 0.292
H 0.4591 -1.6807 -0.9605 0.285
```

**Highest occupied orbital energy**: -14.8 eV
**SMILES**: N[C@H]1C[NH2+]1
**M**: 59.09 g mol⁻¹
**Energy above the lowest of the compared OMol25 structures with the same formula, charge and spin**: 2.139 eV
**HOMO-LUMO gap**: 11.32 eV
**Net charge**: +1
**DFT total energy**: -5159.327 eV
**Max |F|**: 0.0583 Eh/bohr



6.
A cluster of 2 separate species, C10H21BF3N3O in total. Source: OMol25; level of theory: the ωB97M-V functional and the def2-TZVPD basis.

Geometry as XYZ:
```
39
Properties=species:S:1:pos:R:3:mulliken_charge:R:1
H -4.6990 -0.1763 0.4352 0.264
C 1.6412 3.6345 1.9759 0.674
N -3.6988 -0.0268 0.2947 -0.668
H 0.9257 5.6243 1.7852 0.258
H 0.5677 -1.0426 -2.6660 0.176
H 1.4033 1.7867 2.8115 0.223
N 2.1782 -2.1730 -3.3381 -0.702
H 3.1348 -0.8937 -1.0261 0.398
H 1.8051 -1.9650 -0.6452 0.241
H 2.6634 5.4945 2.0108 0.264
C 1.3531 0.1369 -0.3212 -0.403
H 1.3402 3.0862 3.9556 0.187
H 1.9351 -3.0515 -2.8927 0.231
H -3.5278 -2.8219 -1.2823 0.318
C -3.2349 -0.8195 -0.5780 0.283
B -0.8404 -1.1671 0.3336 -0.177
H 0.7898 0.7707 -1.0141 0.330
C 1.7030 5.1002 2.3389 -0.991
H 2.0864 0.8070 0.1242 0.374
H 1.9952 -0.1276 -3.0646 0.374
C 1.6585 -1.0461 -2.5753 -0.443
C -4.0099 -1.8459 -1.3450 -1.360
H -5.0300 -1.9364 -0.9704 0.437
H -1.4802 -1.2886 -1.7511 0.278
H 0.9996 -0.9273 1.5350 0.378
C 0.4200 -0.3798 0.7850 -0.629
F -2.3825 -3.0764 0.9853 -0.250
H 1.5788 5.2905 3.4037 0.327
H 3.1910 -2.1428 -3.3794 0.274
N 1.4427 2.7724 3.0092 -0.315
H -4.0390 -1.5705 -2.4022 0.315
C -1.1577 -2.5244 1.1537 0.804
O 1.7598 3.2494 0.8293 -0.577
F -0.9794 -2.4039 2.4889 -0.275
H -1.5092 0.3321 -1.0749 0.353
F -0.2657 -3.4655 0.7214 -0.287
C 2.0482 -0.9954 -1.0984 -0.584
C -1.7513 -0.7106 -0.8571 -0.282
H -0.0152 0.4933 1.3052 0.184
```

**Highest occupied orbital energy**: -9.2 eV
**SMILES**: [H]/N=C(\C)CB(CCCCN)C(F)(F)F.CC(N)=O
**M**: 267.10 g mol⁻¹
**Energy above the lowest of the compared OMol25 structures with the same formula, charge and spin**: 0.000 eV
**HOMO-LUMO gap**: 9.71 eV
**DFT total energy**: -26058.238 eV
**Max |F|**: 0.0070 Eh/bohr



> The highest M belongs to which entry?

C18H74N2O21



> Among the records above, which one has the lowest DFT total energy?

CBrF2N3O4



> The lowest M belongs to which entry?

C2H7N2



> Which of these has the highest energy above the lowest of the compared OMol25 structures with the same formula, charge and spin?

CBrF2N3O4